Entry 1:
Computed, not measured: C29H36IrN5O3SSe2Te2 as an isolated structure, with ωB97M-V with the def2-TZVPD basis set.

Calculated values
total charge: +1
highest occupied orbital energy (alpha / beta): -9.69 / -9.69 eV
gap between HOMO and LUMO (alpha / beta): 5.8 / 4.5 eV
multiplicity: 2
<S²>: 0.76

Each line ends with the Löwdin spin population.
Positions of all 79 atoms, in Å:
Ir (3.3252, 0.5693, 0.4158)  0.051
Se (5.3334, 0.0942, -0.9148)  0.500
Te (6.9818, 0.7920, 0.7401)  0.402
Te (4.7600, 1.1311, 2.4600)  -0.003
Se (4.9872, -0.6646, 3.9758)  0.024
C (5.0118, 4.5550, -2.3617)  0.001
N (3.5973, 4.2537, -2.3073)  0.000
C (2.6919, 4.7067, -3.3657)  0.000
C (1.3375, 4.1148, -2.9416)  0.000
N (1.6642, 3.4566, -1.6781)  0.000
C (2.9547, 3.5253, -1.3965)  0.001
S (3.7611, 2.9115, 0.0096)  0.010
H (5.3929, 4.3079, -3.3531)  0.000
H (5.5339, 3.9638, -1.6153)  0.000
H (5.1869, 5.6143, -2.1691)  0.000
H (3.0406, 4.3306, -4.3283)  0.000
H (2.6746, 5.7960, -3.4086)  0.000
H (0.9416, 3.4020, -3.6641)  0.000
H (0.5911, 4.8899, -2.7771)  0.000
H (1.0728, 2.7823, -1.2003)  0.000
C (-2.8952, -4.3517, 1.1140)  0.000
C (-1.7298, -5.1783, 1.6394)  0.000
N (-0.5082, -4.4086, 1.9016)  0.000
C (-0.2077, -4.0987, 3.2971)  0.000
C (-1.1497, -3.0789, 3.9010)  0.000
C (0.1985, -3.9849, 0.8309)  0.000
O (-0.1515, -4.1728, -0.3234)  0.000
C (1.5522, -3.3515, 1.0636)  0.001
C (2.5942, -4.1147, 1.5725)  0.000
C (3.8532, -3.5628, 1.6516)  0.001
C (4.0368, -2.2643, 1.2319)  0.005
N (3.0514, -1.5112, 0.7281)  0.006
C (1.8173, -2.0548, 0.6437)  0.000
H (-3.7847, -4.9787, 1.0424)  0.000
H (-2.6668, -3.9636, 0.1254)  0.000
H (-3.1235, -3.5156, 1.7768)  0.000
H (-1.4829, -5.9659, 0.9265)  0.000
H (-1.9990, -5.6549, 2.5828)  0.000
H (0.8197, -3.7485, 3.3684)  0.000
H (-0.2640, -5.0333, 3.8607)  0.000
H (-1.1282, -2.1550, 3.3300)  0.000
H (-0.8550, -2.8549, 4.9258)  0.000
H (-2.1762, -3.4460, 3.9182)  0.000
H (2.4106, -5.1275, 1.9096)  0.000
H (4.6946, -4.1176, 2.0407)  0.000
H (5.0167, -1.8135, 1.2575)  0.002
H (1.0421, -1.4398, 0.2084)  0.000
C (-4.0840, -0.7955, -4.2374)  0.000
C (-3.8978, 0.3266, -3.2520)  0.000
C (-4.7211, 1.4442, -3.3177)  0.000
C (-4.5614, 2.4978, -2.4321)  0.000
C (-3.5716, 2.4462, -1.4684)  0.000
C (-2.7587, 1.3196, -1.3716)  0.000
N (-1.6993, 1.2629, -0.4357)  0.000
C (-1.6757, 1.6963, 0.8621)  0.000
C (-2.8428, 2.1109, 1.5291)  0.000
C (-2.7947, 2.5492, 2.8331)  0.000
C (-1.5974, 2.5835, 3.5506)  0.000
C (-0.4559, 2.1284, 2.9383)  0.000
C (-0.4675, 1.6788, 1.6102)  0.000
C (0.7840, 1.1643, 1.0607)  0.000
O (1.7703, 0.8876, 1.8277)  -0.001
O (0.9490, 0.9347, -0.1783)  0.000
C (-2.9105, 0.2488, -2.2616)  0.000
C (-2.0162, -0.9589, -2.1701)  0.000
H (-4.8224, -0.5271, -4.9906)  0.000
H (-4.4287, -1.7066, -3.7430)  0.000
H (-3.1518, -1.0415, -4.7489)  0.000
H (-5.4901, 1.4911, -4.0786)  0.000
H (-5.1976, 3.3702, -2.5041)  0.000
H (-3.4076, 3.2871, -0.8082)  0.000
H (-0.8240, 0.8959, -0.7721)  0.000
H (-3.7902, 2.0666, 1.0136)  0.000
H (-3.7139, 2.8682, 3.3084)  0.000
H (-1.5733, 2.9425, 4.5695)  0.000
H (0.4816, 2.0954, 3.4765)  0.000
H (-1.6417, -1.1107, -1.1593)  0.000
H (-1.1515, -0.8747, -2.8371)  0.000
H (-2.5431, -1.8666, -2.4580)  0.000


Entry 2:
Computed, not measured: C29H36IrN8 as an isolated structure at a distorted geometry, with ωB97M-V with the def2-TZVPD basis set.

Calculated values
total charge: -1
highest occupied orbital energy (alpha / beta): -0.58 / -2.95 eV
gap between HOMO and LUMO (alpha / beta): 3.1 / 5.4 eV
multiplicity: 5
<S²>: 6.04

Each line ends with the Löwdin spin population.
Positions of all 74 atoms, in Å:
Ir (0.0190, 0.0718, -0.0012)  0.531
N (-1.6465, -1.1858, 2.6142)  0.234
N (0.3546, 1.6021, 2.0185)  0.029
C (0.3376, 0.3236, -2.0914)  0.024
C (-0.8016, 1.1250, -1.7269)  0.068
C (-1.8463, 0.2409, -1.3055)  0.017
C (-3.1296, 0.6517, -0.6510)  0.001
H (-3.1874, 1.7237, -0.3614)  0.001
H (-3.4177, 0.1043, 0.2685)  0.000
H (-3.9430, 0.4151, -1.3540)  0.000
C (-1.3460, -1.0902, -1.4602)  0.078
C (-2.0202, -2.2961, -1.0592)  0.031
H (-2.7268, -2.7795, -1.8373)  0.013
H (-2.8049, -2.0847, -0.3758)  0.002
H (-1.3901, -3.0995, -0.7145)  0.006
C (0.0282, -1.0544, -1.8560)  0.021
C (0.8761, -2.2510, -2.1777)  0.007
H (0.6980, -3.0800, -1.4834)  0.002
H (1.9362, -1.9844, -2.1534)  0.000
H (0.6260, -2.5946, -3.1912)  0.002
C (-0.8881, 2.6215, -1.7049)  0.011
H (-1.8029, 2.9258, -2.2291)  0.002
H (-0.0280, 3.0444, -2.2271)  0.000
H (-0.9307, 3.0795, -0.7008)  0.004
C (1.5829, 0.8171, -2.7146)  0.002
H (2.4771, 0.3520, -2.2931)  0.000
H (1.6875, 1.8943, -2.5863)  0.000
H (1.5684, 0.6095, -3.7923)  0.001
C (-1.9478, -2.2400, 3.3158)  0.152
H (-2.2009, -3.2996, 2.8997)  0.021
C (-1.9934, -2.0546, 4.6599)  0.129
H (-2.2754, -2.8721, 5.3054)  0.007
C (-1.6265, -0.7955, 5.0960)  0.244
H (-1.6023, -0.5788, 6.1355)  0.021
C (-1.2454, 0.2268, 4.2691)  0.049
H (-0.9568, 1.2153, 4.4887)  -0.003
C (-1.1920, 0.0447, 2.9306)  0.195
C (-0.8951, 0.9236, 1.8621)  0.073
H (-1.7227, 1.5083, 1.4175)  0.012
C (1.1311, 1.2812, 0.9437)  0.032
C (0.9493, 2.5417, 2.8136)  0.001
H (0.4704, 2.8233, 3.7193)  0.000
C (2.1093, 2.8642, 2.2066)  0.008
H (2.8629, 3.5342, 2.5222)  0.001
N (2.2253, 2.1312, 1.0227)  0.007
C (3.2741, 2.2755, 0.0337)  0.001
C (3.2047, 3.3229, -0.9021)  0.001
C (4.2194, 3.4332, -1.8585)  0.000
H (4.1630, 4.2315, -2.6004)  0.000
C (5.2972, 2.5457, -1.8765)  0.000
C (6.3864, 2.6765, -2.8932)  0.000
H (6.3503, 1.8849, -3.6511)  0.000
H (7.3787, 2.6164, -2.4275)  0.000
H (6.3270, 3.6315, -3.4211)  0.000
C (5.3402, 1.5154, -0.9350)  0.000
H (6.1677, 0.8055, -0.9370)  0.000
C (4.3382, 1.3633, 0.0275)  0.001
C (4.3753, 0.2540, 1.0297)  0.003
H (4.5125, 0.6007, 2.0626)  0.000
H (5.2135, -0.4094, 0.8127)  0.000
H (3.4678, -0.3643, 1.0054)  0.005
C (2.0594, 4.2883, -0.9052)  0.000
H (2.2969, 5.2308, -0.3920)  0.000
H (1.1635, 3.8895, -0.4213)  0.000
H (1.7812, 4.5597, -1.9289)  0.000
N (-1.9933, -4.8975, 1.1931)  0.120
N (-2.1028, -3.5625, 1.3246)  0.538
N (-3.7779, -2.9638, 1.3963)  0.006
C (-3.8501, -1.7230, 1.5105)  0.181
N (-1.5011, -1.5032, 1.2976)  0.537
N (-1.0960, -2.7448, 1.0807)  0.518
H (-1.0781, -5.2762, 1.3841)  0.027
H (-2.7937, -5.5196, 1.1791)  0.011
H (-4.4411, -0.9121, 1.8011)  0.011


Entry 3:
Computed, not measured: C29H36LuN11O5S as an isolated structure at a distorted geometry, with ωB97M-V with the def2-TZVPD basis set.

Calculated values
total charge: +2
highest occupied orbital energy: -13.49 eV
gap between HOMO and LUMO: 9.3 eV
multiplicity: 1

Each line ends with the Mulliken charge.
Positions of all 83 atoms, in Å:
Lu (0.5782, 0.7774, -0.2534)  2.506
N (-3.3416, -3.8566, 8.8619)  -0.437
C (-2.8513, -3.2215, 8.0415)  -0.053
C (-2.2335, -2.4223, 7.0116)  0.475
C (-1.0208, -1.7891, 7.2703)  -0.799
C (-0.4187, -1.0299, 6.2814)  -0.498
C (-1.0485, -0.9061, 5.0527)  0.370
C (-2.2604, -1.5190, 4.7869)  -0.218
C (-2.8522, -2.2906, 5.7732)  -0.729
N (-0.4160, -0.1246, 4.0317)  0.165
C (0.1636, 1.1183, 4.1889)  -0.518
C (0.6850, 1.4402, 2.9798)  -0.903
N (0.4293, 0.4252, 2.0797)  0.001
C (-0.2318, -0.4953, 2.7540)  -0.606
H (-0.5481, -1.9035, 8.2354)  0.458
H (0.5376, -0.5588, 6.4614)  0.512
H (-2.7521, -1.3798, 3.8337)  0.522
H (-3.7994, -2.7788, 5.5928)  0.450
H (0.1407, 1.6352, 5.1311)  0.538
H (1.2457, 2.3154, 2.7006)  0.593
H (-0.5559, -1.4521, 2.3787)  0.666
C (3.0043, -6.8590, -3.4534)  -1.448
C (2.8312, -5.6801, -2.5415)  0.893
C (3.6353, -5.5261, -1.4123)  -0.911
C (3.4972, -4.4315, -0.5805)  -0.689
C (2.5348, -3.4693, -0.8858)  -0.234
C (1.7126, -3.6028, -1.9983)  -0.262
C (1.8703, -4.7083, -2.8157)  -0.657
S (2.3669, -2.1546, 0.2275)  1.349
O (1.3018, -1.2996, -0.3557)  -0.501
O (2.1357, -2.5758, 1.5720)  -0.763
N (3.7803, -1.4003, 0.1945)  -0.190
C (4.4342, -0.8981, -1.0227)  -0.665
C (4.3845, 0.6301, -1.1875)  -0.870
C (2.9715, 1.0748, -0.9907)  0.881
O (2.5927, 1.3974, 0.1900)  -0.558
O (2.0983, 0.9515, -1.8936)  -0.684
H (3.6132, -7.6340, -2.9928)  0.366
H (3.4994, -6.5532, -4.3765)  0.320
H (2.0417, -7.2933, -3.7213)  0.379
H (4.3760, -6.2798, -1.1792)  0.376
H (4.1234, -4.3315, 0.2961)  0.468
H (0.9592, -2.8580, -2.2108)  0.596
H (1.2327, -4.8250, -3.6832)  0.417
H (4.0112, -0.9966, 1.0950)  0.287
H (3.9696, -1.3892, -1.8776)  0.305
H (5.4708, -1.2323, -0.9923)  0.367
H (4.7200, 0.8704, -2.1959)  0.353
H (5.0305, 1.1209, -0.4621)  0.379
C (-4.0423, -1.3576, -3.6100)  -1.107
N (-3.1149, -0.7880, -2.6432)  0.068
C (-3.4735, -0.1273, -1.3936)  -0.321
C (-2.1062, 0.2866, -0.9109)  0.382
O (-1.8024, 0.8754, 0.1320)  -0.704
N (-1.1487, -0.0904, -1.7910)  -0.297
C (-1.7944, -0.7051, -2.8028)  0.186
N (-1.1526, -1.1776, -3.8653)  -0.325
H (-5.0492, -1.2722, -3.2115)  0.402
H (-3.8296, -2.4150, -3.7671)  0.362
H (-4.0016, -0.8145, -4.5549)  0.378
H (-3.9613, -0.8024, -0.6894)  0.370
H (-4.1096, 0.7454, -1.5551)  0.361
H (-0.1752, -0.9620, -3.9761)  0.244
H (-1.6424, -1.5582, -4.6571)  0.225
C (-2.7461, 6.2696, -0.4725)  -1.404
C (-1.9024, 6.7205, -1.6602)  0.735
C (-2.4610, 6.2112, -2.9812)  -1.346
C (-0.4304, 6.3776, -1.4600)  -1.021
N (-0.2191, 4.9704, -1.0417)  0.522
C (0.0839, 4.4780, 0.1583)  -0.134
N (0.1679, 3.1714, 0.0537)  -0.106
N (-0.1238, 2.8988, -1.2277)  0.429
N (-0.3752, 3.9581, -1.8964)  -1.204
H (-3.7538, 6.6754, -0.5466)  0.432
H (-2.3350, 6.6034, 0.4831)  0.354
H (-2.8384, 5.1801, -0.4386)  0.238
H (-1.9102, 7.8151, -1.6804)  0.303
H (-2.4396, 5.1212, -3.0297)  0.253
H (-1.8993, 6.5926, -3.8341)  0.382
H (-3.4974, 6.5269, -3.0965)  0.400
H (0.0045, 6.9710, -0.6556)  0.402
H (0.1764, 6.5142, -2.3534)  0.353
H (0.2541, 5.0773, 1.0357)  0.390